The following is a quantum chemistry calculation of C29H46BrN3P2PdS as an isolated structure, from OMol25.

Each line ends with the Mulliken charge.
Element x y z (Å)
1 Pd -0.723 -0.011 0.562  -0.123
2 Br 1.780 2.554 0.535  -0.142
3 S -1.225 -0.488 2.951  -0.281
4 P 4.965 -0.638 0.300  -0.346
5 P -0.593 -2.138 0.006  0.691
6 N -6.889 5.288 -5.325  -0.626
7 N 1.102 0.497 4.090  0.170
8 N -0.018 -0.880 5.344  0.240
9 C 4.853 1.179 0.402  0.293
10 C 0.725 -2.570 -1.202  0.399
11 C -5.413 3.504 -4.743  -0.426
12 C 1.578 0.634 5.382  -0.729
13 C -5.169 4.094 -3.477  0.722
14 C -2.261 -2.273 -0.803  -0.821
15 C 4.372 -1.172 -1.317  0.836
16 C 4.648 -1.818 2.723  -1.348
17 C -4.169 3.583 -2.536  -0.125
18 C -3.427 -1.975 0.121  -1.074
19 C -1.097 2.444 0.290  -0.898
20 C 3.817 -1.273 1.548  0.591
21 C 0.044 -0.375 4.066  -0.235
22 C -0.517 -3.450 1.287  0.160
23 C -1.043 -1.797 5.837  -0.806
24 C -5.920 5.252 -3.156  -0.491
25 C 0.867 -0.211 6.167  -0.171
26 C -6.280 4.155 -5.639  -0.288
27 C -2.146 2.710 -0.597  -0.571
28 C -2.087 2.367 -1.947  1.152
29 C -3.260 2.604 -2.796  -0.629
30 C 0.204 1.574 -1.631  0.023
31 C 5.362 -2.176 -1.936  -1.342
32 C -1.557 -4.578 1.250  -1.399
33 C -0.857 1.861 -2.467  -1.041
34 C -6.737 5.840 -4.126  -0.291
35 C 0.136 1.915 -0.238  0.133
36 C 6.104 1.875 -0.128  -1.381
37 C 0.329 -2.516 -2.676  -1.333
38 H -2.192 -1.530 -1.615  0.412
39 H -4.110 4.114 -1.584  0.153
40 H -2.324 -3.263 -1.277  0.443
41 H 2.368 1.304 5.633  0.467
42 H -6.453 3.733 -6.636  0.347
43 H 4.721 1.408 1.468  0.481
44 H -1.705 -4.988 0.247  0.312
45 H 5.306 -3.158 -1.443  0.320
46 H 0.502 -3.868 1.224  0.469
47 H -7.264 6.779 -3.928  0.338
48 H 6.400 -1.821 -1.838  0.367
49 H 3.227 -2.075 1.061  -0.036
50 H 1.522 -1.843 -0.999  -0.848
51 H -1.164 2.774 1.324  0.415
52 H -3.046 3.179 -0.219  0.222
53 H 1.346 1.083 3.297  0.068
54 H 1.120 -3.562 -0.932  0.536
55 H 4.930 -1.022 3.416  0.336
56 H -0.767 -2.096 6.853  0.312
57 H 4.277 -0.279 -1.949  0.472
58 H -3.293 2.055 -3.752  0.269
59 H 4.092 -2.587 3.268  0.358
60 H -4.183 -1.414 -0.435  0.337
61 H 3.935 1.479 -0.120  -0.377
62 H -3.141 -1.364 0.983  0.139
63 H 6.217 1.752 -1.214  0.304
64 H 6.992 1.457 0.364  0.361
65 H 1.161 1.231 -2.020  0.505
66 H -5.838 5.730 -2.182  0.345
67 H -4.902 2.600 -5.064  0.301
68 H -0.025 -1.516 -2.961  0.187
69 H -0.575 -2.928 2.256  -0.413
70 H -3.886 -2.896 0.486  0.374
71 H -1.108 -2.689 5.205  0.273
72 H 5.576 -2.254 2.335  0.411
73 H -2.530 -4.249 1.630  0.285
74 H 0.849 -0.369 7.235  0.417
75 H -1.231 -5.406 1.892  0.421
76 H 5.153 -2.324 -3.005  0.399
77 H 3.122 -0.461 1.838  -0.144
78 H -2.035 -1.334 5.881  0.319
79 H -0.736 1.703 -3.540  0.383
80 H 1.202 -2.747 -3.300  0.440
81 H -0.454 -3.247 -2.917  0.345
82 H 6.057 2.950 0.092  0.379
83 H 3.386 -1.632 -1.179  -0.696

Output
- energy relative to the best compared isomer or geometry (same formula, charge and spin) (eV) = 0.000
- frontier orbital gap (eV) = 5.6
- highest occupied orbital energy (eV) = -5.784

=====

The following is a quantum chemistry calculation of C29H46LuP2 as an isolated structure, from OMol25.

Each line ends with the Mulliken charge.
Element x y z (Å)
1 Lu -0.121 0.379 0.204  0.740
2 P 1.584 0.879 -1.942  0.874
3 P -1.328 0.325 -2.251  1.013
4 C -1.618 -1.011 -3.448  -0.861
5 C 2.762 -1.259 1.186  -1.739
6 C 0.515 2.591 -6.701  -0.706
7 C -0.846 3.110 2.090  -0.551
8 C -1.062 -0.775 -7.463  -0.675
9 C -0.966 -1.672 1.049  0.349
10 C -1.780 1.459 -6.492  -0.111
11 C -0.378 3.673 -0.221  0.127
12 C -2.780 1.368 -2.543  -1.194
13 C 1.167 0.319 3.422  -1.284
14 C -0.523 2.732 0.791  0.762
15 C -1.929 -0.336 3.065  -1.463
16 C -0.882 2.331 -7.316  -1.086
17 C -0.833 -0.773 2.165  0.492
18 C 2.558 -0.211 -3.036  -1.349
19 C 0.359 -0.299 -7.860  -1.081
20 C 0.114 1.209 -3.062  -0.352
21 C 0.687 -2.997 -0.456  -1.496
22 C -2.225 -2.321 0.603  -1.782
23 C 2.616 2.371 -1.966  -1.384
24 C 1.283 -1.196 1.313  0.200
25 C -0.875 5.440 1.373  -0.604
26 C 1.278 1.399 -6.212  -0.646
27 C -1.045 4.482 2.374  -1.047
28 C 0.559 -0.476 2.326  0.826
29 C -0.530 5.047 0.077  -0.925
30 C 1.226 0.158 -6.724  0.144
31 C -1.864 0.124 -6.576  -0.771
32 C 0.346 -1.973 0.562  1.042
33 H 1.568 -2.701 -1.038  0.294
34 H -2.790 1.725 -3.578  0.195
35 H -0.969 -1.752 -6.962  0.316
36 H 2.210 3.167 -1.335  0.322
37 H -2.474 2.011 -5.842  0.441
38 H 1.142 -0.225 4.382  0.334
39 H -0.958 2.396 2.911  0.274
40 H -0.810 -1.754 -3.460  0.317
41 H 2.025 1.628 -5.441  0.569
42 H -0.080 2.283 -3.186  0.589
43 H -0.777 1.965 -8.347  0.393
44 H 3.599 2.104 -1.555  0.444
45 H 3.214 -0.273 1.350  0.419
46 H 0.303 0.766 -4.055  -0.513
47 H -2.569 -1.520 -3.227  0.616
48 H 2.626 0.250 -4.032  0.394
49 H 2.093 -1.202 -3.128  0.255
50 H -2.785 2.215 -1.847  0.343
51 H 1.110 3.141 -7.452  0.361
52 H -3.678 0.767 -2.344  0.435
53 H 0.861 -1.178 -8.300  0.418
54 H -0.149 3.389 -1.256  0.170
55 H -2.156 -2.692 -0.426  0.339
56 H -0.392 5.800 -0.697  0.397
57 H 0.918 -3.969 0.010  0.297
58 H 3.568 -0.329 -2.612  0.536
59 H -1.698 -0.582 4.115  0.337
60 H 1.925 -0.609 -6.359  0.386
61 H -2.674 -0.391 -6.042  0.852
62 H -3.069 -1.620 0.640  0.439
63 H -2.872 -0.817 2.791  0.430
64 H 0.395 3.286 -5.857  0.308
65 H -0.143 -3.157 -1.152  0.312
66 H 0.654 1.273 3.575  0.226
67 H 0.289 0.447 -8.665  0.334
68 H -1.015 6.496 1.603  0.371
69 H -2.106 0.744 3.024  0.170
70 H 3.187 -1.956 1.926  0.318
71 H 3.072 -1.597 0.190  0.324
72 H -1.331 4.792 3.381  0.399
73 H -2.459 -3.175 1.260  0.319
74 H 2.736 2.735 -2.991  0.406
75 H -1.376 3.315 -7.386  0.426
76 H 2.213 0.557 3.199  0.359
77 H -1.620 -0.977 -8.394  0.318
78 H -1.683 -0.543 -4.438  -0.450

Output
- total charge = +1
- energy relative to the best compared isomer or geometry (same formula, charge and spin) (eV) = 0.000
- frontier orbital gap (eV) = 7.9
- highest occupied orbital energy (eV) = -10.685

=====

The following is a quantum chemistry calculation of C29H46N6S2Si4Ti as an isolated structure, from OMol25.

Each line ends with the Mulliken charge.
Element x y z (Å)
1 Ti -0.815 -0.441 -0.665  0.105
2 S -4.257 -2.796 1.746  -0.209
3 S -3.459 3.352 0.126  -0.275
4 Si 1.056 0.442 1.010  0.488
5 Si 1.481 -1.257 2.602  0.450
6 Si 3.137 1.093 0.073  0.408
7 Si 0.535 2.202 2.542  1.356
8 N -5.902 4.294 -4.327  -0.506
9 N -2.528 -1.451 0.382  0.875
10 N -2.128 1.175 -0.086  1.360
11 N -1.983 -3.717 0.714  -0.220
12 N -0.905 3.066 -0.692  0.128
13 N 0.150 -2.255 -1.301  0.814
14 C -3.535 -0.564 0.790  -0.525
15 C -4.534 -1.110 1.515  -0.347
16 C -5.021 3.588 -4.119  -0.107
17 C -1.762 1.032 -3.226  0.400
18 C -2.789 -2.655 0.867  0.102
19 C -2.033 2.477 -0.275  -0.064
20 C -1.281 2.123 3.084  -1.009
21 C 2.835 2.229 -1.407  -1.186
22 C -0.659 0.153 -2.763  -0.925
23 C 3.059 -0.995 3.593  -1.190
24 C 1.535 2.080 4.138  -1.448
25 C -4.155 1.411 -3.414  -0.920
26 C -0.572 -3.102 -2.065  -0.332
27 C -3.088 0.590 -3.115  -0.236
28 C 1.470 -2.456 -1.215  -0.806
29 C -3.916 2.716 -3.852  0.478
30 C -0.009 -4.172 -2.727  -1.037
31 C 4.212 -0.321 -0.576  -1.239
32 C 1.369 -4.388 -2.636  0.819
33 C -0.021 -1.327 3.744  -0.931
34 C 0.917 3.933 1.858  -1.332
35 C 4.164 2.013 1.352  -1.007
36 C -3.361 0.844 0.450  -1.172
37 C 2.017 -5.543 -3.332  -1.575
38 C -1.551 2.326 -3.710  -0.568
39 C -2.609 3.162 -4.017  -0.670
40 C -4.208 1.878 0.634  -0.237
41 C 2.109 -3.495 -1.866  -0.805
42 C 1.700 -3.013 1.925  -1.160
43 H -5.384 -0.620 1.951  0.494
44 H 1.777 -3.665 2.799  0.524
45 H 3.690 2.944 1.653  0.252
46 H 3.922 -0.933 2.932  0.254
47 H 2.285 3.130 -1.143  0.307
48 H -2.181 -4.582 1.185  0.238
49 H 2.605 2.000 3.978  0.366
50 H 5.140 2.258 0.931  0.433
51 H 1.383 -5.940 -4.119  0.391
52 H 2.210 -6.345 -2.618  0.307
53 H -1.783 3.074 2.907  0.427
54 H 1.218 1.247 4.765  0.366
55 H 2.016 -1.754 -0.602  -0.072
56 H -0.638 -4.819 -3.323  0.436
57 H -2.428 4.161 -4.390  0.510
58 H -0.888 4.027 -0.981  0.294
59 H -1.639 -2.906 -2.139  0.417
60 H 0.870 -3.375 1.322  0.219
61 H -5.208 1.877 1.023  0.526
62 H -0.732 -0.799 -3.311  0.653
63 H 1.547 4.465 2.570  0.457
64 H 3.788 2.557 -1.827  0.477
65 H 0.334 0.565 -2.992  0.306
66 H -0.004 4.506 1.748  0.426
67 H 2.975 -5.253 -3.760  0.400
68 H 1.354 2.998 4.701  0.444
69 H -0.124 2.484 -0.956  -0.351
70 H 2.616 -3.135 1.352  0.281
71 H 3.831 -0.753 -1.500  0.296
72 H 3.046 -0.100 4.212  0.370
73 H -0.538 2.684 -3.851  0.475
74 H 5.196 0.093 -0.803  0.521
75 H 4.328 1.417 2.247  0.276
76 H -5.170 1.053 -3.312  0.488
77 H 3.180 -3.595 -1.765  0.528
78 H -0.060 -0.470 4.412  0.286
79 H -1.856 1.342 2.591  -0.079
80 H 0.018 -2.225 4.361  0.462
81 H -3.291 -0.423 -2.772  0.329
82 H -1.064 -3.599 0.323  -0.236
83 H 4.356 -1.118 0.151  0.322
84 H 2.292 1.718 -2.203  0.228
85 H 3.212 -1.854 4.247  0.433
86 H -0.960 -1.340 3.187  0.080
87 H 1.429 3.952 0.903  0.185
88 H -1.332 1.930 4.155  0.509

Output
- expectation value of S² = 0.7617
- total charge = +1
- energy relative to the best compared isomer or geometry (same formula, charge and spin) (eV) = 0.067
- frontier orbital gap (alpha / beta) (eV) = 7.4 / 7.3
- highest occupied orbital energy (alpha / beta) (eV) = -10.388 / -10.246
- multiplicity = 2

=====

Summary of F_max in hartree/bohr
0.04475, 0.06726, 0.01347
(order as listed above)